No. 1
Entry from the Open Molecules 2025 dataset: 2 unconnected molecules or ions with the total composition C4H4Cl2O at a distorted geometry (wB97M-V/def2-TZVPD).

Properties
* net charge: 0
* energy relative to the best compared isomer or geometry (same formula, charge and spin): 79.9 kcal per mole
* frontier orbital gap (spin up / spin down): 7.9 / 7.5 eV
* spin multiplicity: 3
* maximum force: 8.40 eV Å⁻¹

```
11
Properties=species:S:1:pos:R:3:lowdin_spin:R:1
C -1.487 0.071 -0.380 0.16
O 1.066 0.823 1.781 0.36
C 1.680 1.085 0.619 0.22
Cl -2.517 1.410 0.125 0.04
H -1.183 -0.927 1.410 0.00
Cl 0.645 2.079 -0.547 0.06
H 2.676 1.300 0.564 0.01
H -1.258 0.109 -1.426 0.00
C -0.927 -0.841 0.355 0.04
H -0.288 -1.417 -0.176 0.01
C 1.219 -0.223 1.119 1.10
```


No. 2
Entry from the Open Molecules 2025 dataset: 3 unconnected molecules or ions with the total composition C4H13NO2 at a distorted geometry (wB97M-V/def2-TZVPD).

Properties
* net charge: 0
* energy relative to the best compared isomer or geometry (same formula, charge and spin): 50.5 kcal per mole
* frontier orbital gap: 9.0 eV
* spin multiplicity: 1
* maximum force: 4.33 eV Å⁻¹
* SMILES string: C=CNCC.O.O

```
20
Properties=species:S:1:pos:R:3:nbo_charge:R:1
O -1.180 3.369 0.692 -0.92
C 0.727 -0.623 -1.571 -0.22
C 1.107 0.097 0.782 -0.01
H 1.382 -1.746 0.123 0.38
H -1.261 -0.576 -2.283 0.22
H -2.992 -2.282 0.006 0.47
H -0.970 2.611 1.124 0.45
H -0.814 4.044 1.291 0.47
H 0.560 1.056 0.720 0.19
H 1.600 -0.002 -1.939 0.18
C -0.544 0.076 -1.754 -0.64
O -2.861 -2.241 1.015 -0.95
H 2.478 -1.094 1.706 0.18
H -0.892 0.544 -0.862 0.22
H 0.823 -1.653 -2.084 0.20
N 0.923 -0.941 -0.138 -0.63
H -0.395 1.026 -2.418 0.21
H 2.189 0.586 2.640 0.21
H -1.855 -2.132 1.160 0.48
C 1.975 -0.122 1.790 -0.50
```


No. 3
Entry from the Open Molecules 2025 dataset: a molecular structure, C12H32N6Pt at a distorted geometry (wB97M-V/def2-TZVPD).

Properties
* net charge: +4
* frontier orbital gap (spin up / spin down): 10.0 / 8.5 eV
* spin multiplicity: 3
* maximum force: 1.11 eV Å⁻¹

```
51
Properties=species:S:1:pos:R:3:lowdin_spin:R:1
C 2.968 -1.186 0.231 0.01
H -3.028 1.405 2.206 0.00
H -4.359 -2.099 1.340 0.00
N -5.905 0.146 0.979 0.00
C 3.499 -0.481 3.116 0.00
N 1.068 -0.315 2.462 0.07
H 3.665 0.808 0.786 0.00
H -2.600 0.237 -1.788 0.00
H 5.619 1.199 2.427 0.00
N -1.431 1.263 0.352 0.16
H -2.876 -1.246 1.766 0.01
H 6.580 0.017 1.749 0.00
H 1.498 -2.522 1.096 0.02
C -3.284 0.226 -0.936 0.00
H 3.146 -2.865 1.600 0.00
H -1.241 1.840 1.172 0.00
H 6.190 -0.072 3.351 0.00
H -0.923 1.677 -0.430 0.00
H 1.614 -0.960 -1.301 0.00
N -1.955 -1.782 -0.409 0.06
H -1.992 -2.726 -0.009 0.01
N 1.834 -0.498 -0.418 0.16
H -6.461 -0.705 1.163 0.00
C 4.066 -0.208 0.706 0.00
H 1.928 -1.936 3.455 0.00
H 3.278 0.578 3.276 0.00
C 2.215 -1.230 2.671 0.01
H 4.870 -0.191 -0.032 0.00
Pt -0.251 -0.750 0.650 1.39
N 5.815 0.185 2.423 0.00
H -6.426 0.932 1.400 0.00
C -3.706 1.308 1.356 0.00
H -4.264 0.478 -1.342 0.00
H 2.055 0.471 -0.647 0.00
H -4.352 2.187 1.386 0.00
C -4.536 0.042 1.590 0.00
H -3.064 2.275 -0.456 0.01
C -3.773 -1.202 1.133 0.01
H -3.978 -1.795 -0.952 0.00
H 3.826 -0.872 4.080 0.00
H -1.702 -1.898 -1.394 0.00
H -4.719 -0.058 2.664 0.00
C -2.877 1.322 0.056 0.02
H 0.461 -0.329 3.283 0.01
C 4.612 -0.632 2.072 0.00
H 3.411 -1.871 -0.502 0.00
C -3.305 -1.185 -0.335 0.01
H -5.893 0.306 -0.038 0.00
H 1.395 0.644 2.345 0.00
C 2.449 -2.051 1.394 0.03
H 4.945 -1.674 2.042 0.00
```


No. 4
Entry from the Open Molecules 2025 dataset: a molecular structure, C26H29F5N3O3 at a distorted geometry (wB97M-V/def2-TZVPD).

Properties
* net charge: +1
* energy relative to the best compared isomer or geometry (same formula, charge and spin): 0.0 kcal per mole
* frontier orbital gap: 7.0 eV
* spin multiplicity: 1
* maximum force: 8.28 eV Å⁻¹

```
66
Properties=species:S:1:pos:R:3:nbo_charge:R:1
H -1.275 6.671 3.428 0.20
H -3.421 3.639 1.364 0.24
H -7.681 -0.311 -1.558 0.23
F 3.920 1.133 0.102 -0.32
C 4.728 0.297 -0.610 0.39
C -0.575 5.841 3.299 -0.08
C -4.728 1.381 -1.198 -0.19
H -3.837 -1.816 -0.351 0.21
H 2.208 0.210 -1.758 0.23
C -0.184 -0.466 -0.317 0.23
N 1.551 -3.584 -0.028 -0.45
H 2.380 -0.654 0.557 0.25
C 2.092 -1.325 -0.270 -0.13
C -2.413 3.205 1.342 -0.34
H -1.951 -1.516 -0.855 0.19
H 2.787 -5.230 0.234 0.26
F 6.626 1.267 0.449 -0.28
H -1.658 -2.737 0.695 0.23
O 3.775 -3.050 0.286 -0.59
C -6.626 -0.134 -1.346 -0.16
C -0.214 -3.370 -1.721 -0.64
C 6.940 -0.518 -1.090 0.31
C 0.263 -2.961 -0.319 0.34
C 2.621 -2.734 0.016 0.68
F 8.269 -0.481 -0.885 -0.27
H -1.063 -4.410 0.580 0.24
C -0.766 -3.366 0.744 -0.64
H 1.355 -5.532 -0.789 0.21
H 0.610 -3.268 -2.441 0.23
H -0.319 -3.271 1.743 0.24
H -4.332 2.381 -1.394 0.19
H -2.351 2.420 2.102 0.23
O -1.410 4.673 2.944 -0.49
H -1.048 -2.745 -2.050 0.23
H 1.171 -5.387 0.974 0.21
H -1.996 1.536 0.002 0.32
C -6.080 1.154 -1.446 -0.21
H -2.837 2.953 -0.654 0.40
C 1.724 -5.013 0.104 -0.42
C -1.402 4.300 1.665 0.79
C 0.152 5.531 4.578 -0.63
H 2.416 -1.451 -2.395 0.24
H 0.309 0.507 -0.181 0.22
N -2.105 2.660 -0.004 -0.76
C -2.461 0.509 -0.450 -0.07
H 0.117 6.047 2.481 0.22
F 7.198 -2.310 -2.631 -0.28
H -6.186 -2.212 -0.923 0.23
C -5.789 -1.197 -0.979 -0.20
C -1.568 -0.540 -0.548 -0.39
O -0.656 4.746 0.803 -0.62
C 4.152 -0.639 -1.468 -0.16
F 4.493 -2.427 -2.992 -0.30
H -0.526 5.170 5.357 0.22
H 0.928 4.781 4.402 0.21
C 6.394 -1.447 -1.979 0.28
C -4.450 -0.971 -0.676 -0.18
C 2.664 -0.771 -1.568 -0.43
H -6.718 1.991 -1.738 0.23
C 6.103 0.369 -0.410 0.26
C 5.015 -1.486 -2.163 0.37
C -3.846 0.337 -0.756 -0.06
N 0.640 -1.526 -0.269 -0.34
H 0.646 6.433 4.944 0.23
H -0.545 -4.417 -1.699 0.23
H -1.230 3.134 -0.288 0.43
```


No. 5
Entry from the Open Molecules 2025 dataset: a single C5H10O molecule (wB97M-V/def2-TZVPD).

Properties
* net charge: 0
* energy relative to the best compared isomer or geometry (same formula, charge and spin): 35.4 kcal per mole
* frontier orbital gap: 11.0 eV
* spin multiplicity: 1
* maximum force: 0.36 eV Å⁻¹
* SMILES string: COCC1CC1

```
16
Properties=species:S:1:pos:R:3:nbo_charge:R:1
H 2.746 -1.271 0.123 0.16
O 1.498 0.299 -0.428 -0.53
C -0.849 0.602 -0.117 -0.25
H 0.589 0.173 1.413 0.16
H -1.575 -1.057 -1.425 0.21
C -2.172 0.096 0.385 -0.42
C -1.808 -0.058 -1.065 -0.41
H -2.160 -0.800 1.002 0.21
H 2.832 0.180 1.154 0.16
H 0.263 -1.187 0.318 0.16
C 2.701 -0.170 0.117 -0.25
H -0.736 1.680 -0.214 0.22
H -2.930 0.820 0.668 0.22
C 0.397 -0.090 0.357 -0.05
H -2.316 0.570 -1.791 0.22
H 3.520 0.214 -0.496 0.19
```


No. 6
Entry from the Open Molecules 2025 dataset: a molecular structure, C38H37GeN3O4STc at a distorted geometry (wB97M-V/def2-TZVPD).

Properties
* net charge: +3
* energy relative to the best compared isomer or geometry (same formula, charge and spin): 9.1 kcal per mole
* frontier orbital gap: 3.7 eV
* spin multiplicity: 1
* maximum force: 1.69 eV Å⁻¹

```
85
Properties=species:S:1:pos:R:3:lowdin_charge:R:1
H -1.598 4.690 2.085 0.11
H 0.820 -6.077 -7.374 0.09
C 0.888 -4.738 -5.692 -0.20
C 3.587 1.116 -0.069 -0.30
C 1.630 -4.216 -4.618 0.01
C 1.070 -3.327 -3.735 -0.03
H -0.023 6.588 2.256 0.12
H 1.937 -6.555 -6.087 0.11
H -3.859 -2.002 5.326 0.13
N -6.329 2.213 -2.834 0.24
H -3.176 -2.708 3.153 0.13
C 2.328 0.493 3.690 -0.09
C -0.066 3.279 1.561 -0.14
C 1.525 -5.706 -6.635 -0.01
H 2.382 6.249 1.810 0.13
C 1.613 -1.301 2.240 -0.15
H -2.845 0.127 5.685 0.13
C -3.800 2.528 -2.423 -0.15
O -0.347 -0.457 -2.856 -0.42
O -0.644 -2.150 -1.396 -0.40
Tc -0.879 -0.137 -0.943 1.69
C -2.983 -0.153 4.640 -0.16
C 1.937 0.048 2.424 -0.31
C -0.543 4.538 1.890 -0.07
H 2.671 -0.046 5.736 0.12
C -0.443 -4.338 -5.860 0.02
H 6.820 2.125 0.098 0.12
H -0.084 2.832 -1.559 0.12
H 4.740 2.196 1.407 0.11
C 1.696 5.415 1.742 -0.04
C 5.964 0.973 -1.495 -0.04
C 4.744 1.703 0.440 -0.10
C -4.023 -1.268 4.536 -0.17
H 4.867 -0.168 -2.936 0.11
C -1.615 -0.534 4.097 -0.10
C -3.994 -1.983 3.187 -0.15
O -2.117 -0.502 0.437 -0.18
C 0.342 5.606 1.986 -0.04
C -2.429 -0.637 1.731 -0.29
H -4.907 -2.559 3.042 0.13
C -3.098 1.499 -1.829 -0.03
H -3.317 0.760 4.137 0.12
S -1.016 -1.874 -2.865 0.65
H 6.894 0.905 -2.045 0.12
H -0.558 -0.315 2.284 0.11
C 2.032 -1.731 4.567 -0.04
C 5.926 1.650 -0.284 -0.04
C -1.034 -3.447 -4.993 -0.01
C -5.202 2.359 -2.671 -0.14
H -0.846 0.156 4.441 0.13
H -3.655 4.520 -3.229 0.16
C 1.650 -2.186 3.309 -0.06
H 2.594 1.532 3.855 0.11
C 2.369 -0.394 4.757 -0.05
H 2.356 -5.228 -7.158 0.11
H 1.369 -1.687 1.252 0.10
N -1.789 1.629 -1.521 -0.09
C -1.130 2.774 -1.828 -0.06
H -4.405 -0.086 2.189 0.15
H -4.239 -1.431 1.079 0.14
C -3.123 3.709 -2.747 0.09
H -1.219 4.718 -2.683 0.14
C -1.773 3.822 -2.445 0.03
H 3.231 4.032 1.198 0.10
C 3.643 0.410 -1.267 -0.11
H 1.413 -3.232 3.157 0.12
H 1.641 -2.940 -2.900 0.12
C -0.265 -2.952 -3.934 -0.32
C 4.826 0.355 -1.990 -0.06
C -3.848 -1.013 2.006 -0.07
H -0.768 2.448 1.514 0.08
N -1.512 -0.477 2.613 0.19
H -1.021 -4.739 -6.683 0.14
H -1.311 -1.537 4.403 0.14
C 2.175 4.156 1.405 -0.08
C 1.296 3.079 1.322 -0.31
C 0.467 0.485 -0.229 -0.19
H -2.064 -3.141 -5.120 0.13
Ge 1.964 1.311 0.940 1.00
H 2.758 -0.085 -1.660 0.08
H -3.583 0.558 -1.602 0.13
H 2.659 -4.528 -4.486 0.14
H -5.012 -0.841 4.712 0.13
O -2.423 -1.735 -3.054 -0.24
H 2.088 -2.424 5.397 0.12
```


Question: Among the records above, which one has the lowest maximum force?
Answer: C5H10O


Question: What is the formula in the second record?
Answer: C4H13NO2